[1]
Here is a cluster of 11 separate species, C23H72N18O11 in total at a distorted geometry from OMol25. Energies are from ωB97M-V with the def2-TZVPD basis set.

Summary:
E_tot ... -74364.567 eV
Relative energy (zero: lowest compared OMol25 entry of this formula, charge and spin) ... 114.06 kcal per mole
Highest occupied orbital energy ... -8.880 eV
Max |F| ... 7.5 eV/Å

Element x y z (Å)
C1 -3.387 -5.939 5.303
O1 -3.261 -4.563 5.334
C2 -2.722 -3.888 4.121
C3 -2.810 -2.348 4.153
C4 -4.138 -1.753 4.620
N1 -2.439 -1.687 2.915
H1 -3.359 -6.372 6.303
H2 -2.661 -6.362 4.609
H3 -4.310 -6.311 4.859
H4 -1.715 -4.269 3.948
H5 -3.313 -4.068 3.224
H6 -1.911 -2.175 4.744
H7 -4.570 -2.258 5.483
H8 -4.858 -2.154 3.905
H9 -4.146 -0.691 4.863
H10 -1.512 -2.006 2.674
H11 -3.005 -1.965 2.126
C5 6.665 -0.248 2.484
O2 6.137 -0.771 1.340
C6 4.820 -0.301 1.104
C7 4.740 1.126 0.544
C8 3.303 1.653 0.208
N2 5.467 1.257 -0.678
H12 7.724 -0.464 2.624
H13 6.123 -0.687 3.322
H14 6.788 0.827 2.615
H15 4.347 -0.957 0.373
H16 4.094 -0.211 1.913
H17 5.060 1.812 1.329
H18 3.293 2.659 -0.211
H19 2.684 1.700 1.104
H20 2.755 0.950 -0.419
H21 6.337 0.746 -0.618
H22 5.121 0.764 -1.489
C9 1.427 -0.924 3.416
O3 0.928 -2.207 3.101
C10 1.385 -2.724 1.857
C11 1.327 -4.246 1.919
C12 2.481 -4.816 2.624
N3 1.337 -4.812 0.588
H23 1.497 -0.850 4.501
H24 1.064 0.003 2.971
H25 2.480 -0.876 3.141
H26 0.789 -2.287 1.056
H27 2.427 -2.547 1.588
H28 0.455 -4.646 2.437
H29 3.390 -4.509 2.106
H30 2.315 -5.892 2.585
H31 2.491 -4.466 3.656
H32 0.781 -4.140 0.080
H33 0.732 -5.619 0.641
C13 3.107 8.335 -3.360
O4 2.651 7.456 -2.360
C14 1.479 7.937 -1.582
C15 0.492 6.849 -1.154
C16 1.193 5.718 -0.441
N4 -0.192 6.349 -2.241
H34 3.632 9.198 -2.953
H35 2.209 8.522 -3.949
H36 3.731 7.806 -4.081
H37 1.885 8.570 -0.793
H38 0.844 8.535 -2.235
H39 -0.290 7.302 -0.544
H40 1.418 6.144 0.537
H41 2.093 5.261 -0.852
H42 0.454 4.987 -0.115
H43 0.483 6.015 -2.914
H44 -0.419 7.153 -2.808
N5 2.098 -2.610 -4.166
C17 1.266 -2.199 -3.245
N6 0.886 -0.911 -3.402
O5 0.963 -2.872 -2.289
H45 2.620 -3.449 -3.958
H46 2.482 -2.023 -4.893
H47 1.089 -0.474 -4.290
H48 0.159 -0.538 -2.809
N7 1.449 2.077 -3.062
C18 1.573 3.080 -3.888
N8 0.472 3.255 -4.538
O6 2.595 3.680 -4.128
H49 0.557 1.605 -3.019
H50 2.204 1.703 -2.506
H51 -0.182 2.492 -4.441
H52 0.421 3.684 -5.451
N9 -1.003 -5.316 -1.810
C19 -1.922 -4.758 -1.081
N10 -1.692 -3.517 -0.911
O7 -2.866 -5.338 -0.567
H53 -1.190 -6.264 -2.102
H54 -0.358 -4.833 -2.420
H55 -2.404 -3.032 -0.384
H56 -0.878 -3.131 -1.367
N11 -0.108 1.598 -0.084
C20 -0.924 0.750 -0.659
N12 -1.366 -0.198 0.157
O8 -1.042 0.604 -1.898
H57 -0.328 1.768 0.887
H58 0.303 2.341 -0.632
H59 -1.286 -0.094 1.159
H60 -2.078 -0.871 -0.088
N13 -3.434 1.271 -5.695
C21 -2.630 1.159 -4.689
N14 -3.178 1.498 -3.606
O9 -1.445 0.899 -4.767
H61 -4.423 1.186 -5.509
H62 -2.984 1.074 -6.578
H63 -2.704 1.424 -2.717
H64 -4.093 1.925 -3.588
N15 -5.016 -0.955 -1.208
C22 -4.623 -1.911 -0.320
N16 -5.234 -3.092 -0.495
O10 -3.709 -1.740 0.499
H65 -5.599 -1.140 -2.012
H66 -4.762 0.015 -1.085
H67 -5.875 -3.198 -1.269
H68 -4.930 -3.811 0.146
N17 -3.464 1.465 1.922
C23 -2.425 1.972 2.560
N18 -1.726 1.024 3.013
O11 -2.191 3.159 2.539
H69 -3.548 0.462 1.841
H70 -3.973 2.090 1.313
H71 -2.149 0.109 3.080
H72 -0.813 1.281 3.359

***

[2]
Here is a cluster of 13 separate species, C23H72O13 in total at a distorted geometry from OMol25. Energies are from ωB97M-V with the def2-TZVPD basis set.

Summary:
E_tot ... -51633.290 eV
Relative energy (zero: lowest compared OMol25 entry of this formula, charge and spin) ... 14.47 kcal per mole
Highest occupied orbital energy ... -9.507 eV
Max |F| ... 1.9 eV/Å

Element x y z (Å)
C1 -2.558 1.485 -1.951
C2 -2.321 1.001 -3.361
C3 -3.651 0.865 -4.105
O1 -1.447 1.856 -4.105
H1 -3.085 0.704 -1.408
H2 -3.071 2.447 -1.929
H3 -1.616 1.635 -1.415
H4 -1.900 -0.010 -3.293
H5 -4.301 1.729 -3.962
H6 -4.180 -0.019 -3.733
H7 -3.539 0.673 -5.176
H8 -1.557 1.605 -5.027
C4 0.361 -0.644 0.616
C5 0.861 0.578 1.389
C6 0.818 1.870 0.597
O2 0.090 0.836 2.582
H9 1.195 -1.080 0.069
H10 -0.428 -0.356 -0.083
H11 -0.068 -1.354 1.326
H12 1.895 0.418 1.720
H13 -0.222 2.125 0.390
H14 1.315 1.749 -0.369
H15 1.379 2.657 1.099
H16 0.176 0.057 3.158
C7 -4.862 -2.400 -1.557
C8 -4.623 -1.561 -0.324
C9 -5.204 -2.247 0.924
O3 -3.208 -1.344 -0.168
H17 -5.941 -2.458 -1.712
H18 -4.450 -3.404 -1.431
H19 -4.458 -1.987 -2.483
H20 -5.049 -0.562 -0.467
H21 -4.480 -2.908 1.397
H22 -6.049 -2.881 0.641
H23 -5.577 -1.514 1.638
H24 -3.046 -0.634 0.484
C10 0.501 -2.822 -5.051
C11 0.572 -1.359 -4.645
C12 0.553 -1.174 -3.140
O4 1.790 -0.790 -5.124
H25 0.342 -2.887 -6.133
H26 -0.284 -3.415 -4.581
H27 1.456 -3.310 -4.841
H28 -0.282 -0.817 -5.076
H29 -0.198 -1.817 -2.673
H30 0.376 -0.163 -2.780
H31 1.530 -1.521 -2.786
H32 1.927 -1.124 -6.016
C13 3.841 5.046 -0.108
C14 4.477 3.927 0.698
C15 5.961 3.706 0.365
O5 4.344 4.285 2.081
H33 4.215 6.013 0.240
H34 2.758 5.008 -0.009
H35 4.118 5.058 -1.166
H36 3.931 2.998 0.501
H37 6.626 4.405 0.865
H38 6.097 3.828 -0.714
H39 6.221 2.684 0.644
H40 4.158 3.459 2.556
C16 -0.968 3.838 3.890
O6 -0.822 4.784 4.961
H41 -0.360 2.979 4.145
H42 -2.003 3.643 3.611
H43 -0.496 4.316 3.020
H44 -1.426 5.518 4.829
C17 -1.036 -2.122 4.808
O7 0.098 -1.399 4.359
H45 -1.476 -1.604 5.656
H46 -1.752 -2.252 3.992
H47 -0.784 -3.142 5.105
H48 0.588 -2.004 3.789
C18 -3.241 0.533 2.838
O8 -2.573 0.668 1.601
H49 -2.697 -0.020 3.607
H50 -3.408 1.524 3.287
H51 -4.231 0.110 2.687
H52 -1.657 0.933 1.777
C19 -1.135 -4.043 -0.587
O9 -2.038 -3.809 0.492
H53 -0.318 -3.313 -0.625
H54 -0.683 -5.029 -0.486
H55 -1.676 -3.974 -1.533
H56 -2.646 -3.119 0.180
C20 0.944 -4.483 2.163
O10 -0.135 -3.646 2.442
H57 0.756 -5.562 2.198
H58 1.424 -4.236 1.203
H59 1.772 -4.348 2.871
H60 -0.836 -3.740 1.768
C21 1.605 2.951 -2.813
O11 1.048 3.342 -4.044
H61 1.350 1.913 -2.584
H62 2.690 3.052 -2.853
H63 1.284 3.622 -2.006
H64 0.114 3.099 -4.053
C22 3.294 -3.243 -0.977
O12 3.736 -3.202 -2.334
H65 3.385 -4.281 -0.659
H66 3.939 -2.593 -0.388
H67 2.232 -2.992 -0.912
H68 4.055 -2.325 -2.559
C23 3.323 1.091 4.268
O13 4.198 1.966 3.575
H69 3.601 0.043 4.107
H70 3.308 1.286 5.340
H71 2.329 1.210 3.842
H72 5.092 1.918 3.923